The following is a quantum chemistry calculation of a molecular structure, CHCl2OPS at a distorted geometry, from OMol25.

Structure (XYZ):
```
7
Properties=species:S:1:pos:R:3:lowdin_charge:R:1
C -0.718 -0.089 -0.156 -1.113
S -1.585 0.926 -1.121 0.569
O -4.393 -1.331 -0.243 -0.574
Cl -4.275 1.213 0.860 0.127
H 0.088 0.403 0.336 0.002
Cl -1.110 -1.679 0.074 0.687
P -4.213 0.011 -0.780 0.302
```

The calculation puts the total energy at -1773.8711 a.u. As for the LUMO energy (spin up / spin down): -1.4902 / -1.4907 eV. The gap between HOMO and LUMO (spin up / spin down) is 7.91 / 7.91 eV.

---

The following is a quantum chemistry calculation of 2 unconnected molecules or ions with the total composition C3H8N3O2 at a distorted geometry, from OMol25.

Structure (XYZ):
```
16
Properties=species:S:1:pos:R:3:mulliken_spin:R:1
N -0.560 1.733 2.773 0.011
C 1.167 -1.493 -1.017 2.849
H 0.491 -2.358 -0.923 0.457
C -0.777 1.110 1.508 0.089
H 1.045 0.432 -1.592 0.166
H 2.679 -2.433 -0.412 -0.556
H -1.307 -0.162 -0.513 -0.285
H 0.161 1.278 3.309 0.023
O -1.237 1.859 0.589 -0.157
H -1.176 0.688 -1.987 0.218
O -0.494 -0.105 1.421 -0.291
N 2.399 -1.479 -0.631 -0.746
N 0.520 -0.427 -1.547 -1.446
H -0.534 2.735 2.694 0.014
H -1.435 -1.092 -2.112 -0.868
C -0.943 -0.285 -1.560 1.521
```

The calculation puts the total energy at -433.7678 a.u. Its spin multiplicity is 2. As for the LUMO energy (spin up / spin down): 6.6982 / 6.6466 eV. The total charge is -2. The gap between HOMO and LUMO (spin up / spin down) is 2.32 / 7.85 eV.

---

The following is a quantum chemistry calculation of 3 unconnected molecules or ions with the total composition C18H41BN3O5 at a distorted geometry, from OMol25.

Structure (XYZ):
```
68
Properties=species:S:1:pos:R:3:lowdin_charge:R:1
H -0.216 -1.286 -5.850 0.114
H 0.031 0.555 4.679 0.117
H 5.922 -1.927 -1.720 0.115
C -3.756 0.875 0.321 -0.155
H 4.621 2.941 2.353 0.095
C -2.703 -0.057 -0.286 -0.198
H -7.218 1.332 1.230 0.088
H 3.028 2.827 1.622 0.084
H -0.344 -1.304 3.235 0.110
O 0.994 3.184 4.559 0.210
H 3.463 4.289 2.565 0.102
C -1.964 -0.940 0.714 -0.177
B 1.763 2.377 3.757 -0.709
H -4.499 -0.686 1.686 0.111
H -4.281 1.339 -0.512 0.120
H -7.988 0.042 0.332 0.087
H 4.480 -0.230 -2.735 0.114
H 0.806 0.474 -4.492 0.093
H 2.160 -0.731 -3.078 0.101
H -1.954 0.576 -0.752 0.087
H 2.505 -2.408 -3.536 0.123
C -1.164 -1.367 -3.879 -0.190
C -0.750 -0.249 1.374 -0.178
H -2.022 -2.038 -3.928 0.121
H -0.300 -1.934 -3.516 0.107
N 2.409 -0.510 3.936 0.280
C 2.094 0.262 2.893 -0.359
H -3.316 1.697 0.885 0.107
H 1.780 -0.477 4.730 0.137
H -0.290 1.418 -5.504 0.115
H 2.696 -1.455 3.712 0.153
C -0.796 -0.368 2.905 -0.168
C -1.059 0.942 -3.511 -0.202
C -0.865 -0.690 -5.210 -0.159
H -0.647 0.789 1.067 0.115
H 3.770 0.194 1.704 0.128
N 2.772 0.084 1.733 0.223
C 4.286 -1.261 -3.041 -0.159
C -4.834 0.214 1.168 -0.237
O -5.982 -0.102 0.394 -0.186
H 0.148 -0.778 1.055 0.092
C 3.581 3.217 2.474 -0.017
C -7.186 0.261 1.031 -0.116
H -0.499 1.517 -2.770 0.113
C 3.906 -2.233 -0.926 -0.220
H 4.638 -1.382 -4.063 0.118
H -3.129 -0.628 -1.099 0.110
N 1.137 1.275 2.955 0.131
H -7.362 -0.322 1.936 0.088
H -2.600 -1.347 1.493 0.089
H 5.005 -3.224 -2.490 0.120
H 3.886 -3.174 -0.375 0.120
H -0.838 1.628 3.627 0.133
H -1.969 1.495 -3.764 0.123
H -1.793 -0.497 -5.751 0.117
O -1.440 -0.317 -2.942 -0.173
C -0.242 0.628 -4.757 -0.165
O 3.117 2.566 3.691 0.040
H -1.820 -0.385 3.268 0.117
H -1.588 -1.801 0.164 0.113
H 2.296 -0.191 0.888 0.115
C 4.929 -2.229 -2.049 -0.160
C 2.807 -1.585 -2.881 -0.196
C -0.128 0.813 3.627 -0.147
H 0.910 2.802 5.438 0.126
H 4.100 -1.417 -0.215 0.089
H -5.127 0.920 1.949 0.111
O 2.630 -2.005 -1.520 -0.151
```

The calculation puts the total energy at -1275.5535 a.u. As for the LUMO energy: -4.0043 eV. The total charge is +1. The gap between HOMO and LUMO is 7.31 eV.

---

The following is a quantum chemistry calculation of a gas-phase ion, C5H11INO (charge +1) at a distorted geometry, from OMol25.

Structure (XYZ):
```
19
Properties=species:S:1:pos:R:3:lowdin_charge:R:1
H -0.236 1.563 2.141 0.167
C 0.339 -1.607 0.356 -0.153
H -1.460 0.369 1.689 0.118
H -1.192 0.323 -0.741 0.195
O 1.844 0.550 0.790 -0.750
H -0.666 2.878 -0.990 0.138
I 3.450 -0.050 -0.274 0.982
N -0.439 0.821 -0.117 -0.041
H -1.758 -1.322 -0.246 0.110
H 0.914 2.338 -0.085 0.077
H 0.148 -2.277 1.298 0.169
H -0.998 -2.900 -0.953 0.099
C 0.390 -0.088 0.653 -0.391
C 0.093 2.067 -0.705 0.001
H -0.731 -1.380 -1.690 0.093
H 1.225 -2.047 -0.128 0.072
C -0.517 0.760 1.437 0.105
C -0.788 -1.850 -0.671 -0.107
H 0.380 1.852 -1.764 0.114
```

The SMILES is CC[C@]1(OI)C[N@H+]1C. The calculation puts the total energy at -624.4153 a.u. As for the LUMO energy: -4.5594 eV. The total charge is +1. The gap between HOMO and LUMO is 8.59 eV.

---

The following is a quantum chemistry calculation of a molecular structure, C46H63CrN2O2P3S2Si, from OMol25.

Structure (XYZ):
```
120
Properties=species:S:1:pos:R:3:mulliken_spin:R:1
C -1.362 3.425 -3.036 -0.003
H -3.638 -4.622 -0.401 0.000
P 0.604 1.653 -1.990 0.104
C 1.889 2.859 -1.373 0.010
H 3.603 -3.104 -4.620 0.000
O 1.027 -5.388 1.703 0.001
C -2.793 3.436 -0.666 -0.011
H -3.831 -1.817 -3.982 -0.001
H 0.561 -6.449 3.951 0.000
H -0.017 5.752 3.129 0.000
N 1.012 -2.303 -0.698 -0.084
S 2.262 -4.507 -1.496 0.011
C 4.816 0.984 1.749 -0.002
H 3.534 1.541 -1.998 0.002
C 2.947 -4.581 -3.174 0.000
H -1.123 -1.836 3.548 0.001
C -4.642 1.195 2.822 0.001
H 0.985 -0.543 3.163 0.002
H -2.831 4.804 -3.759 0.000
H 1.109 -4.776 0.946 -0.002
C 1.704 4.477 2.976 0.000
C -0.458 -4.836 4.945 0.000
H -4.471 -1.477 -1.709 -0.001
H -4.109 4.822 -1.639 0.000
H 4.964 0.074 2.323 -0.001
C 1.341 2.323 1.943 0.012
C -3.610 -0.895 -2.045 -0.011
H 3.504 0.893 4.125 0.001
H 4.709 1.809 2.448 0.001
H 2.249 2.401 -5.282 0.001
C 3.654 0.858 0.759 -0.056
H 2.440 -0.120 5.091 -0.001
C -4.681 -0.354 0.988 -0.009
C 2.478 0.535 4.218 -0.003
C -3.217 4.215 -1.731 -0.001
S 2.111 -2.032 -3.109 0.018
C -0.477 3.884 2.181 0.005
C -0.007 2.643 1.739 -0.025
H -2.352 -2.175 2.039 0.000
C 2.855 -1.552 2.877 0.002
H 2.594 -2.226 3.692 0.000
C 1.498 4.335 -1.460 -0.003
O -0.332 -1.430 1.298 -0.181
H 3.769 -5.295 -3.158 0.000
Si -1.077 1.530 0.658 -0.163
H -5.136 1.663 3.664 0.000
H 1.576 3.522 -4.108 -0.003
C 0.102 0.469 -4.460 0.013
H 5.733 1.159 1.182 -0.001
H 3.612 1.792 0.192 0.004
H -4.551 1.002 -1.518 0.000
C 2.025 -0.268 3.000 -0.021
C -3.031 -1.575 -3.279 -0.004
H 2.024 0.826 -3.638 0.003
H -0.040 -0.460 -3.917 0.007
H -0.814 3.440 -3.964 0.001
H 3.920 -1.341 2.963 0.000
C -2.502 4.204 -2.920 0.000
H -2.819 2.281 3.102 -0.001
H -1.645 -3.211 -0.305 0.000
H 4.902 -0.102 -0.722 -0.001
H -1.513 4.158 2.008 -0.001
H 4.006 -1.241 0.282 0.004
C -3.334 1.535 2.506 -0.005
H -3.926 -2.862 1.663 0.002
C -0.934 -3.527 4.837 0.000
H 3.231 3.021 2.714 0.000
C -0.936 2.635 -1.968 0.018
C -4.103 0.508 -2.380 0.006
H 4.340 -2.930 -3.012 0.000
H -3.376 3.430 0.249 0.001
C 2.187 3.250 2.554 -0.004
C -2.619 -2.776 -0.068 -0.012
H -4.862 0.442 -3.163 0.000
C 0.186 -5.437 3.886 0.000
H 0.544 2.792 -5.328 0.000
H 2.693 -2.088 1.944 -0.004
H -3.297 1.138 -2.750 -0.003
C 3.943 -0.278 -0.228 0.057
H 2.181 -4.934 -3.862 0.001
H -2.489 -2.496 -3.057 0.000
P 1.917 0.668 1.405 0.035
C -0.095 -3.432 2.565 -0.010
C 3.272 2.600 -1.978 0.004
H -6.351 0.017 2.277 0.000
C -3.356 -0.044 0.689 -0.034
H -0.597 -5.388 5.866 0.000
C 3.430 -3.195 -3.549 0.001
C 1.091 1.380 -3.762 -0.045
H -2.517 -3.912 1.765 -0.001
H 1.946 2.633 -0.308 -0.008
H 0.603 4.546 -0.876 0.000
C -2.682 0.940 1.427 0.010
Cr 0.151 -0.346 -0.264 3.288
C 0.363 4.793 2.801 -0.002
C -5.324 0.268 2.047 -0.003
H 2.374 5.186 3.445 0.000
C -1.654 2.635 -0.765 -0.057
H 2.314 4.938 -1.055 0.000
H -5.216 -1.096 0.406 0.000
H -1.444 -3.058 5.667 0.000
H 0.461 0.220 -5.461 -0.001
C -3.686 -3.604 -0.792 -0.002
N 0.796 -3.183 0.366 0.017
H 1.831 1.388 4.415 0.000
C 0.379 -4.744 2.688 -0.006
C -0.752 -2.846 3.655 -0.004
H -4.691 -3.234 -0.581 0.000
H -0.863 0.966 -4.566 0.005
H 1.316 4.667 -2.482 0.000
H -2.355 -0.907 -3.778 0.001
C 1.380 2.603 -4.654 0.001
H 3.348 2.983 -2.995 0.000
C 0.125 -2.639 1.346 -0.010
H 3.173 -0.359 -0.998 0.018
P -2.444 -0.973 -0.602 0.039
H -3.559 -3.663 -1.871 0.000
C -2.861 -2.927 1.442 0.002
C 1.685 -2.867 -1.637 0.088
H 4.028 3.118 -1.384 0.001
```

The calculation puts the total energy at -5204.9631 a.u. Its spin multiplicity is 4. As for the LUMO energy (spin up / spin down): -2.2648 / -2.3534 eV. The total charge is +1. The gap between HOMO and LUMO (spin up / spin down) is 8.01 / 7.76 eV.

---

The following is a quantum chemistry calculation of a molecular structure, C5H20FN10O5Zn at a distorted geometry, from OMol25.

Structure (XYZ):
```
42
Properties=species:S:1:pos:R:3:lowdin_charge:R:1
H 0.458 -4.284 -0.844 0.140
C -2.208 1.908 -1.113 -0.664
C 1.284 -3.064 0.506 -0.719
H 1.842 -4.886 0.083 0.123
H 3.242 0.441 -2.652 0.125
H 2.197 1.419 2.664 0.130
O -1.414 -0.163 1.310 0.031
O 0.966 0.717 0.646 -0.001
F -1.700 -1.498 -1.308 -0.539
H 0.971 -0.674 -4.926 0.118
N 1.948 -3.336 1.542 0.175
C 1.494 -0.423 -2.989 -0.748
H 1.865 -2.697 2.320 0.139
O -1.072 1.371 -1.222 -0.041
N -1.741 0.737 3.275 0.203
N 2.668 0.013 -3.364 0.194
C 1.407 1.846 0.907 -0.693
N 2.161 2.119 1.937 0.187
Zn -0.262 -0.437 -0.419 0.602
N -1.691 -1.363 3.102 0.210
H -2.715 1.523 0.874 0.081
H -0.203 -1.129 -3.629 0.122
N -2.583 2.636 -2.071 0.202
H -2.177 -1.479 3.980 0.135
N 0.675 -0.758 -3.964 0.201
H -1.483 -2.101 2.446 0.138
H 2.243 -4.296 1.655 0.126
N -3.015 1.795 -0.051 0.207
H -1.607 1.669 2.909 0.130
H -2.018 2.580 -2.906 0.139
H -3.964 2.140 -0.011 0.120
H 2.431 3.079 2.099 0.119
H -3.426 3.185 -2.157 0.135
O 1.138 -0.559 -1.876 0.052
N 0.969 2.916 0.358 0.204
H 2.801 0.324 -4.315 0.118
O 0.676 -2.013 0.413 0.032
C -1.558 -0.251 2.495 -0.792
H 0.565 2.866 -0.567 0.118
H -1.730 0.589 4.274 0.130
N 1.109 -4.209 -0.076 0.191
H 1.456 3.745 0.666 0.122
```

The calculation puts the total energy at -3005.4693 a.u. As for the LUMO energy: -2.0792 eV. The total charge is +1. The gap between HOMO and LUMO is 9.36 eV.